154
Properties=species:S:1:pos:R:3:mulliken_charge:R:1 method="wB97M-V/def2-TZVPD" largest_force_ev_per_a=2.262 energy_ha=-6524.19139 spin_multiplicity=1
C -1.6692 0.7806 1.9938 -1.65
C -0.3290 0.4291 1.3402 -0.69
C 0.5897 -0.5141 2.1185 -0.64
C 0.6281 -2.0080 1.7256 0.57
O 0.6267 -2.0488 0.2903 -0.27
C 0.0519 -2.9461 -0.5541 0.86
C -0.4210 -4.3068 -0.0735 -1.54
C -1.1242 -2.1867 -1.2537 0.77
F -1.9071 -1.8140 -0.2123 -0.28
F -0.7026 -1.0446 -1.8363 -0.24
C -2.0910 -2.8367 -2.2975 0.08
F -3.2605 -2.1570 -2.1446 -0.35
F -2.4029 -4.1098 -2.0670 -0.33
C -1.7550 -2.6332 -3.8143 0.79
F -2.1291 -3.7462 -4.4697 -0.35
F -0.4541 -2.4552 -4.0396 -0.26
C -2.5344 -1.4748 -4.5059 0.63
F -2.4551 -0.3196 -3.8606 -0.22
F -3.8053 -1.8125 -4.7329 -0.29
F -1.9435 -1.3103 -5.7077 -0.29
S 1.4830 -3.2833 -1.7522 1.50
O 1.7508 -2.1482 -2.5795 -0.60
O 2.6113 -3.7380 -0.9957 -0.60
C 1.1064 -4.7335 -2.8900 0.44
F 1.6785 -4.4468 -4.0557 -0.21
F -0.1895 -4.9688 -3.0659 -0.15
F 1.6744 -5.8235 -2.3714 -0.23
P -0.8605 -2.6868 2.6770 1.02
O -1.6524 -1.7392 3.4797 -0.74
C 2.0540 -2.5077 2.2371 1.02
C 2.3316 -4.0264 2.0240 0.53
C 2.0284 -5.0873 3.0681 -0.22
C 0.8098 -5.9554 2.9813 -1.49
N 2.8591 -5.4174 3.9680 -0.82
O 2.9620 -1.8866 1.2961 -0.04
C 4.2415 -1.3919 1.6258 1.86
C 5.0502 -1.5685 0.2742 -1.97
S 6.4849 -0.4778 0.0507 0.03
C 7.6879 -1.6292 -0.6697 -0.41
C 8.7006 -2.1688 0.3150 -1.13
P 5.3700 -2.4528 2.6624 0.14
O 5.2344 -2.4953 4.1350 -0.69
C 4.3159 0.1152 2.0338 -0.79
I 5.4556 0.5826 3.7718 0.25
C 3.7751 1.1697 1.3933 0.05
C 3.8875 2.5824 1.8387 -1.64
I 2.7096 0.9730 -0.4344 0.09
P 2.3060 -2.0564 4.0351 0.42
N 0.9912 -2.0185 4.8923 -0.77
H -1.6124 0.7154 3.0665 0.31
H -1.9789 1.7620 1.6619 0.43
H -2.4361 0.0770 1.7023 0.28
H -0.5082 0.1351 0.3184 0.03
H 0.2067 1.3672 1.2628 0.50
H 1.5877 -0.1124 2.0419 -0.55
H 0.3360 -0.4180 3.1674 0.96
H -0.0279 -4.5854 0.8869 -0.56
H -1.4888 -4.2762 0.0716 0.55
H -0.2425 -5.1140 -0.7658 0.66
H -1.7487 -3.2844 1.7749 -0.11
H -0.3017 -3.6415 3.5233 -0.04
H 3.4000 -4.0848 1.8998 0.08
H 1.9669 -4.3622 1.0655 0.19
H 0.6211 -6.4242 3.9292 0.34
H -0.0650 -5.4682 2.5853 0.43
H 1.0591 -6.7459 2.2794 0.38
H 3.7092 -4.8559 3.9198 0.29
H 5.4112 -2.5913 0.2015 0.84
H 4.3793 -1.4421 -0.5475 0.16
H 7.1319 -2.4596 -1.0804 0.25
H 8.1802 -1.1462 -1.4975 0.52
H 9.4786 -2.6907 -0.2284 0.41
H 9.1659 -1.3882 0.8979 0.29
H 8.2662 -2.8887 0.9911 0.29
H 5.2725 -3.7548 2.1310 0.08
H 6.6429 -2.0329 2.2849 0.25
H 4.9264 2.8782 1.8459 0.38
H 3.3361 3.2394 1.1883 0.39
H 3.4649 2.6847 2.8287 0.49
H 2.9345 -0.8070 3.9493 -0.18
H 3.2289 -2.9428 4.5665 0.22
H 1.0546 -2.6695 5.6620 0.28
C -6.5560 -3.9802 3.1771 -1.38
C -5.1832 -3.8638 3.8003 0.90
O -4.2524 -4.5753 3.4577 -0.65
N -5.0076 -2.9260 4.7615 -0.10
C -5.9795 -1.9937 5.2994 -0.88
H -6.5287 -4.7671 2.4311 0.32
H -7.3017 -4.2357 3.9301 0.37
H -6.8402 -3.0455 2.6929 0.36
H -4.0655 -2.8916 5.1206 0.19
H -5.6455 -0.9690 5.1293 0.28
H -6.0900 -2.1462 6.3742 0.30
H -6.9462 -2.1286 4.8277 0.32
C -7.0916 -1.0540 -8.5561 -1.25
C -6.5447 0.3095 -8.9087 0.70
O -7.0328 0.9920 -9.7950 -0.60
N -5.4781 0.7567 -8.1985 -0.09
C -4.7719 0.0885 -7.1188 -0.84
H -7.9332 -1.2648 -9.2067 0.27
H -6.3331 -1.8235 -8.7015 0.35
H -7.4327 -1.0770 -7.5209 0.35
H -5.1612 1.6697 -8.4810 0.23
H -4.8194 0.6964 -6.2133 0.29
H -3.7253 -0.0464 -7.3931 0.31
H -5.2077 -0.8815 -6.9131 0.26
C -10.0978 2.1441 -13.0668 -1.19
C -9.5954 3.5123 -13.4689 0.73
O -10.1161 4.1538 -14.3668 -0.65
N -8.5312 4.0058 -12.7859 -0.13
C -7.7943 3.3819 -11.6968 -0.69
H -10.9428 1.8912 -13.6980 0.28
H -9.3194 1.3926 -13.1998 0.34
H -10.4210 2.1422 -12.0258 0.34
H -8.2433 4.9182 -13.0987 0.21
H -7.8453 4.0130 -10.8083 0.27
H -6.7476 3.2657 -11.9801 0.28
H -8.1958 2.4078 -11.4538 0.22
C -1.1789 5.6150 0.6113 -1.30
C 0.1430 4.9138 0.3842 0.97
O 1.0654 5.0601 1.1697 -0.56
N 0.2389 4.1564 -0.7331 -0.05
C -0.7863 3.9520 -1.7408 -0.85
H -1.1105 6.1896 1.5288 0.14
H -1.4025 6.2941 -0.2117 0.39
H -1.9885 4.8913 0.7105 0.35
H 1.1237 3.6909 -0.8798 0.12
H -1.0210 2.8886 -1.8208 0.17
H -0.4287 4.2982 -2.7119 0.31
H -1.6913 4.4913 -1.4894 0.36
C 7.0292 2.3155 8.2207 -1.35
C 7.5391 2.0471 6.8314 0.78
O 6.9295 1.3336 6.0448 -0.61
N 8.7134 2.6145 6.4689 -0.17
C 9.5712 3.4796 7.2589 -0.86
H 6.0899 1.7892 8.3507 0.24
H 7.7410 1.9541 8.9642 0.38
H 6.8556 3.3782 8.3701 0.40
H 8.9982 2.3899 5.5293 0.22
H 9.6855 4.4446 6.7637 0.28
H 10.5581 3.0276 7.3681 0.29
H 9.1497 3.6417 8.2436 0.33
C 0.2667 8.3497 5.9730 -1.19
C 1.6527 7.7448 5.9595 0.73
O 2.4739 8.0131 6.8223 -0.66
N 1.9500 6.8975 4.9470 -0.09
C 1.0933 6.4966 3.8428 -0.77
H 0.1857 9.0016 6.8360 0.29
H 0.0932 8.9365 5.0708 0.34
H -0.4931 7.5714 6.0469 0.34
H 2.8838 6.5227 4.9879 0.21
H 0.9519 5.4170 3.8466 0.26
H 1.5506 6.7736 2.8968 0.30
H 0.1256 6.9792 3.9234 0.24


142
Properties=species:S:1:pos:R:3:mulliken_charge:R:1 method="wB97M-V/def2-TZVPD" largest_force_ev_per_a=3.730 energy_ha=-5711.24211 spin_multiplicity=1 charge=+1
C 8.6991 0.9754 2.3533 -1.26
C 7.7365 1.5908 1.3149 -0.36
C 6.2608 1.5496 1.7740 -0.78
C 5.2587 1.7864 0.6233 -0.35
C 3.9017 2.3751 1.1448 -1.02
C 2.6553 1.6318 0.5598 -0.62
C 2.2415 0.4877 1.5017 -1.49
C 0.8258 -0.1115 1.2677 0.11
C -0.2604 0.8830 0.7803 -2.83
C -1.7795 0.5445 1.1423 1.17
B -2.3660 1.4310 -0.0901 0.47
O -2.3538 0.9401 -1.4104 -0.41
O -2.6112 2.7727 0.0926 -0.41
C -3.8100 3.3372 -0.4690 -0.38
C -3.6202 4.1740 -1.7418 -1.32
C -2.1961 1.1060 2.5636 2.73
C -3.5648 1.9006 2.6441 -1.39
C -4.8899 1.2977 2.2361 -0.58
N -5.8220 2.0951 1.7847 -0.63
C -1.2140 2.2109 3.0707 -2.84
C 0.1447 1.7876 3.6610 0.12
C 1.3332 2.7267 3.3739 -0.20
O 2.4704 2.4500 3.7870 -0.58
O 1.0644 3.8914 2.6810 -0.33
C -2.3479 0.0503 3.6958 -1.53
C -2.8807 -1.2978 3.2560 -0.36
O -2.9687 -2.1933 4.3360 -0.55
N -2.1246 -1.9308 2.0857 0.43
C -1.0138 -2.8739 2.5694 -0.58
Cl -0.1229 -3.6510 1.2547 0.15
C -0.1410 -2.3575 3.8108 1.31
C -0.4319 -3.1740 5.1030 -1.24
Cl 1.6605 -2.5018 3.5624 -0.12
C -2.0325 -0.9784 0.8867 -0.85
N -1.4031 -1.5168 -0.2197 0.25
Cl -3.9542 -1.1485 0.3682 -0.15
H 9.7003 0.8610 1.9079 0.37
H 8.3371 -0.0024 2.7037 0.33
H 8.8023 1.6237 3.2397 0.30
H 8.0570 2.6268 1.1264 0.32
H 7.8330 1.0429 0.3637 0.32
H 6.1036 0.5637 2.2455 0.25
H 6.1181 2.2907 2.5807 0.33
H 5.0477 0.8355 0.1194 0.09
H 5.6967 2.5308 -0.0539 0.44
H 3.8456 3.4475 0.8975 0.39
H 3.9106 2.2565 2.2400 0.41
H 2.9786 1.1965 -0.3972 0.36
H 1.8752 2.3885 0.4208 0.40
H 2.9497 -0.3421 1.3284 0.48
H 2.3518 0.7523 2.5623 0.89
H 0.4936 -0.5736 2.2039 -1.50
H 0.9388 -0.9252 0.5371 1.26
H -0.1514 0.8561 -0.3227 1.53
H -0.0301 1.9327 0.9953 0.13
H -3.2270 0.7162 -1.7381 0.32
H -4.3306 3.9212 0.3045 0.50
H -4.5034 2.5114 -0.7026 0.25
H -3.7711 3.5927 -2.6656 0.27
H -4.3689 4.9815 -1.7788 0.47
H -2.6302 4.6455 -1.7292 0.17
H -3.7077 2.1650 3.7089 1.00
H -3.4924 2.8893 2.1688 0.45
H -5.1483 0.2407 2.3627 0.39
H -6.6760 1.5695 1.5970 0.27
H -1.0832 2.9297 2.2467 0.62
H -1.7229 2.8092 3.8450 0.85
H 0.4717 0.7644 3.4505 -0.42
H 0.0751 1.8403 4.7634 0.93
H 1.3917 4.6229 3.2192 0.40
H -3.1063 0.3893 4.4218 0.48
H -1.4503 -0.0878 4.3088 0.88
H -3.9229 -1.1519 2.9433 0.17
H -3.5373 -2.9256 4.0613 0.37
H -2.8170 -2.6151 1.7456 0.70
H -1.5609 -3.7435 2.9763 0.59
H -0.2242 -1.2897 3.9926 -0.85
H -1.1971 -3.9408 4.9478 0.28
H 0.4844 -3.6526 5.4762 0.44
H -0.8323 -2.4942 5.8708 0.28
H -0.8956 -0.8905 -0.8175 0.15
H -1.8726 -2.2728 -0.6893 0.31
C 2.0669 -6.4412 -2.2311 -0.73
C 3.1611 -5.9919 -3.2095 -0.75
C 2.6946 -4.6852 -3.8658 -0.40
S 1.6084 -3.8935 -2.6747 1.20
O 0.2720 -3.8238 -3.2159 -0.71
O 2.2564 -2.7234 -2.1307 -0.62
C 1.6801 -5.1885 -1.4526 -0.47
H 2.4128 -7.2345 -1.5707 0.39
H 1.2020 -6.8155 -2.7832 0.31
H 4.0864 -5.8102 -2.6601 0.30
H 3.3700 -6.7527 -3.9593 0.37
H 3.5270 -4.0164 -4.0808 0.09
H 2.1147 -4.8605 -4.7701 0.39
H 0.7218 -5.2669 -0.9428 0.26
H 2.4606 -4.9055 -0.7456 0.36
C 3.8459 0.6358 -4.1751 -0.63
C 3.7606 -0.0571 -5.5403 -0.69
C 5.1443 -0.6458 -5.8452 -0.75
S 5.9001 -0.9886 -4.2502 1.19
O 7.0540 -0.1409 -4.0920 -0.70
O 5.9933 -2.4177 -4.0566 -0.66
C 4.5645 -0.3411 -3.2573 0.46
H 2.8594 0.8925 -3.7920 0.36
H 4.4231 1.5585 -4.2622 0.33
H 3.0215 -0.8606 -5.4932 0.27
H 3.4456 0.6318 -6.3220 0.34
H 5.0870 -1.5724 -6.4108 0.37
H 5.7847 0.0646 -6.3641 0.40
H 4.9693 0.1226 -2.3610 -0.11
H 3.9256 -1.1802 -2.9900 -0.13
C -0.6169 6.2602 -4.0948 -0.72
C -1.4372 5.5325 -5.1648 -0.36
C -0.4630 5.0582 -6.2476 -0.76
S 1.1126 4.8124 -5.4247 1.10
O 2.0629 5.7591 -5.9454 -0.67
O 1.4127 3.4041 -5.3780 -0.60
C 0.5813 5.3636 -3.8071 -0.52
H -1.2016 6.4457 -3.1946 0.35
H -0.2794 7.2239 -4.4818 0.35
H -1.9379 4.6714 -4.7156 0.08
H -2.2079 6.1748 -5.5885 0.39
H -0.7698 4.1192 -6.7009 0.41
H -0.3163 5.8101 -7.0206 0.34
H 1.4051 5.8719 -3.3115 0.45
H 0.2887 4.4805 -3.2382 0.19
C -8.5154 -3.1103 2.7704 -0.49
C -8.4943 -4.0069 1.5247 -0.65
C -7.0242 -4.2242 1.1408 -0.62
S -6.0936 -4.0962 2.6691 1.09
O -5.2174 -2.9350 2.5854 -0.56
O -5.5418 -5.3749 3.0312 -0.80
C -7.4771 -3.6945 3.7241 -0.75
H -9.5006 -3.0772 3.2309 0.39
H -8.2377 -2.0893 2.4970 0.23
H -8.9600 -4.9660 1.7565 0.31
H -9.0499 -3.5649 0.6999 0.35
H -6.8440 -5.2054 0.7089 0.42
H -6.6613 -3.4505 0.4653 0.26
H -7.1543 -3.0042 4.5008 0.38
H -7.8216 -4.6265 4.1710 0.40


133
Properties=species:S:1:pos:R:3:mulliken_charge:R:1 method="wB97M-V/def2-TZVPD" smiles="C[C@@H](Br)CC(=O)O[C@@](N)(CCCS)CCCCO.C1CCOC1.C1CCOC1.C1CCOC1.C1CCOC1.C1CCOC1.C1CCOC1.C1CCOC1" largest_force_ev_per_a=3.328 energy_ha=-5351.35435 spin_multiplicity=1
C -7.9818 0.9663 -0.8206 -1.47
C -6.4690 0.9896 -0.9006 0.87
Br -5.9342 1.1481 -2.7767 -0.18
C -5.8306 2.1481 -0.1168 -0.25
C -5.5991 1.7075 1.3181 0.41
O -6.5555 1.3865 2.0485 -0.59
O -4.3153 1.7397 1.8195 -0.43
C -3.5530 0.5126 1.7127 1.40
N -3.5518 0.1159 0.3142 -0.12
C -2.1595 0.8119 2.2884 -1.53
C -1.1727 1.5154 1.3641 -0.18
C -0.2450 0.5070 0.6443 -0.12
S 0.0233 0.7943 -1.1227 -0.20
C -4.2238 -0.5522 2.5840 -1.20
C -3.8589 -2.0157 2.3090 -1.05
C -4.4577 -2.6848 1.0671 -0.28
C -5.9683 -2.5655 0.9224 -0.55
O -6.3846 -2.8830 -0.4097 -0.55
H -8.3762 0.2189 -1.5050 0.45
H -8.4098 1.9316 -1.0807 0.41
H -8.2859 0.6901 0.1888 0.31
H -6.0622 0.0567 -0.5257 -0.45
H -4.9254 2.5098 -0.5878 -0.31
H -6.5483 2.9677 -0.0734 0.78
H -3.3515 0.8997 -0.2869 -0.02
H -2.8932 -0.6226 0.1304 0.23
H -1.7297 -0.1530 2.5481 0.30
H -2.2877 1.3668 3.2162 0.48
H -1.6997 2.1412 0.6459 -0.28
H -0.5441 2.1987 1.9363 0.48
H 0.7288 0.4637 1.1233 0.20
H -0.6723 -0.4912 0.7400 0.12
H -0.8984 1.7416 -1.2988 -0.13
H -3.9142 -0.3307 3.6074 0.26
H -5.3037 -0.4307 2.5656 0.66
H -2.7748 -2.1519 2.3036 0.20
H -4.2142 -2.5794 3.1751 0.54
H -4.0090 -2.3174 0.1459 0.35
H -4.2108 -3.7480 1.1162 0.40
H -6.4620 -3.3100 1.5438 0.36
H -6.3213 -1.5652 1.1709 0.17
H -5.8551 -2.3688 -1.0206 0.33
C -2.7856 6.0986 -2.5409 -0.64
C -3.0256 6.3647 -1.0546 -0.61
C -3.2304 4.9533 -0.5222 -0.20
O -2.4407 4.0952 -1.3415 -0.26
C -1.9840 4.8049 -2.4981 -0.45
H -2.2582 6.9023 -3.0518 0.36
H -3.7372 5.9359 -3.0512 0.25
H -2.1387 6.8142 -0.6030 0.29
H -3.8755 7.0155 -0.8573 0.35
H -4.2782 4.6474 -0.6103 0.12
H -2.9222 4.8385 0.5178 0.28
H -0.9125 5.0024 -2.3890 0.30
H -2.1317 4.1796 -3.3787 0.27
C -5.4211 -6.0250 -4.1608 -0.55
C -5.9147 -5.7245 -2.7465 -0.44
C -4.6147 -5.7257 -1.9579 0.10
O -3.5992 -5.2702 -2.8565 -0.38
C -4.1051 -5.2566 -4.1923 -0.42
H -6.1094 -5.7104 -4.9435 0.35
H -5.2382 -7.0957 -4.2771 0.26
H -6.3731 -4.7344 -2.7086 0.09
H -6.6366 -6.4464 -2.3686 0.42
H -4.3546 -6.7348 -1.6176 0.30
H -4.6510 -5.0648 -1.0919 -0.23
H -4.2625 -4.2166 -4.4989 0.26
H -3.3638 -5.7029 -4.8563 0.27
C 4.6082 -1.9968 -0.1969 -0.43
C 3.7255 -3.2353 -0.0662 -0.21
C 2.5484 -2.6895 0.7329 -0.48
O 2.4207 -1.3123 0.3731 -0.12
C 3.5792 -0.8931 -0.3622 -0.42
H 5.3109 -2.0447 -1.0264 0.43
H 5.1775 -1.8430 0.7236 0.12
H 3.3942 -3.5617 -1.0544 -0.20
H 4.2149 -4.0769 0.4216 0.43
H 2.7413 -2.7563 1.8108 0.22
H 1.6094 -3.2030 0.5167 0.33
H 3.2961 -0.7641 -1.4120 0.28
H 3.9231 0.0651 0.0231 0.07
C 3.8741 -5.2775 -5.2174 -0.55
C 2.8829 -5.7909 -4.1753 -0.52
C 3.7968 -6.0462 -2.9843 -0.36
O 4.8557 -5.0893 -3.0750 -0.40
C 4.8250 -4.4567 -4.3568 -0.39
H 3.4134 -4.6909 -6.0104 0.33
H 4.4057 -6.1142 -5.6758 0.27
H 2.1543 -5.0142 -3.9336 0.25
H 2.3392 -6.6814 -4.4859 0.35
H 4.2327 -7.0503 -3.0221 0.32
H 3.2866 -5.9240 -2.0278 0.23
H 4.4641 -3.4293 -4.2351 0.23
H 5.8391 -4.4212 -4.7560 0.28
C 6.9993 1.6772 2.6211 -0.64
C 8.2086 1.7121 1.6887 -0.51
C 7.6907 0.9329 0.4863 -0.48
O 6.2874 1.1835 0.4214 -0.41
C 5.8492 1.8108 1.6321 0.75
H 6.9995 2.4673 3.3704 0.36
H 6.9511 0.7152 3.1374 0.29
H 8.4328 2.7421 1.4040 0.21
H 9.1076 1.2721 2.1181 0.35
H 7.8547 -0.1440 0.6106 0.26
H 8.1480 1.2447 -0.4534 0.28
H 5.6285 2.8592 1.4208 -0.35
H 4.9347 1.3198 1.9738 -0.06
C 5.3291 7.2651 -0.2491 -0.54
C 4.4477 7.1861 0.9960 -0.58
C 4.4077 5.6845 1.2476 -0.43
O 5.6592 5.1690 0.7871 -0.33
C 6.3450 6.1640 0.0246 -0.50
H 5.7947 8.2380 -0.3971 0.33
H 4.7441 7.0270 -1.1397 0.27
H 4.9298 7.6981 1.8315 0.28
H 3.4562 7.6148 0.8605 0.32
H 3.6003 5.2071 0.6821 0.29
H 4.2873 5.4312 2.3017 0.28
H 7.1895 6.5402 0.6123 0.28
H 6.7337 5.7051 -0.8848 0.27
C 2.0848 0.1692 5.2296 -0.75
C 2.4877 -0.9521 4.2717 0.01
C 1.1305 -1.5061 3.8624 -0.38
O 0.2236 -0.4025 3.8960 -0.19
C 0.8294 0.7094 4.5568 -0.41
H 2.8510 0.9318 5.3596 0.35
H 1.8421 -0.2424 6.2116 0.29
H 3.0033 -0.5388 3.4011 -0.30
H 3.1304 -1.7061 4.7233 0.47
H 0.7822 -2.2720 4.5644 0.35
H 1.1289 -1.9284 2.8578 0.07
H 1.0801 1.4704 3.8083 0.22
H 0.1133 1.1381 5.2589 0.31